A molecular structure, C4H11BrN2 in a non-equilibrium geometry, computed with ωB97M-V/def2-TZVPD.

Results
- total energy (a.u.) = -2842.31702
- energy relative to the best compared isomer or geometry (same formula, charge and spin) (kcal/mol) = 83.58
- LUMO level (eV) = -1.48
- strongest force on any atom (eV Å⁻¹) = 4.9
- highest occupied orbital energy (eV) = -8.93
- gap between HOMO and LUMO (eV) = 7.45

CARTESIAN COORDINATES (ANGSTROEM)
C -1.545809 -1.147243 1.014410
C -1.216317 -0.430782 -1.454848
C 0.522941 0.154487 0.437483
C -0.504406 -0.835247 -0.188624
N 2.230568 2.379815 0.813099
N 1.417569 0.691432 -0.555548
Br 2.790123 -0.508287 -0.673992
H -1.830580 -0.281412 1.551900
H -2.404946 -1.568501 0.474157
H -1.063803 -2.035982 1.612227
H -1.380754 -1.184143 -2.218725
H -0.490659 0.253351 -2.033976
H -2.099033 -0.028093 -1.197692
H 0.061143 0.970070 0.788909
H 0.974030 -0.339065 1.312144
H 0.099379 -1.838303 -0.525230
H 2.972648 2.698988 0.201664
H 1.467912 3.048916 0.642649

Atoms 1-3, force components in eV/Å:
2.2 -3.4 -2.2
4.4 0.5 -1.9
0.5 -2.7 -1.2

A molecular structure, C4H11ClCrIIr in a non-equilibrium geometry, computed with ωB97M-V/def2-TZVPD.

Results
- total energy (a.u.) = -2065.31784
- multiplicity = 9
- energy relative to the best compared isomer or geometry (same formula, charge and spin) (kcal/mol) = 14.84
- LUMO level (alpha / beta) (eV) = 4.19 / 3.48
- strongest force on any atom (eV Å⁻¹) = 8.3
- total charge = -2
- highest occupied orbital energy (alpha / beta) (eV) = 2.52 / -1.90
- expectation value of S² = 20.0975
- gap between HOMO and LUMO (alpha / beta) (eV) = 1.67 / 5.38

CARTESIAN COORDINATES (ANGSTROEM)
Ir -0.086267 0.148650 2.137473
Cl -0.347460 2.386893 1.407690
C -1.577284 -1.019071 2.742124
H -1.312744 -1.803716 3.465836
H -2.041950 -1.410795 1.816876
H -2.285738 -0.331361 3.244431
Cr 0.220623 0.548094 0.002014
C -0.849075 0.532044 -1.760395
C 1.754815 1.082805 -1.251854
C 0.557520 -0.977516 -1.234965
H 2.663086 1.020388 -0.636896
H 1.918170 0.488929 -2.174100
H 1.596960 2.136604 -1.538712
H -1.865707 0.233625 -1.471283
H -0.914302 1.595782 -2.040644
H -0.585083 -0.013516 -2.682371
H -0.117673 -1.784489 -1.549558
H 1.574581 -1.373718 -1.392020
I 1.697532 -1.459636 2.916351

Atoms 1-3, force components in eV/Å:
0.4 -0.9 6.2
0.0 1.2 0.2
-2.1 -0.8 0.3

A molecular structure, C4H11ClFeNO in a non-equilibrium geometry, computed with ωB97M-V/def2-TZVPD.

Results
- total energy (a.u.) = -2012.22296
- multiplicity = 9
- energy relative to the best compared isomer or geometry (same formula, charge and spin) (kcal/mol) = 47.02
- LUMO level (alpha / beta) (eV) = -3.35 / -9.37
- strongest force on any atom (eV Å⁻¹) = 3.4
- total charge = +1
- highest occupied orbital energy (alpha / beta) (eV) = -7.29 / -13.84
- expectation value of S² = 20.0091
- gap between HOMO and LUMO (alpha / beta) (eV) = 3.95 / 4.47

CARTESIAN COORDINATES (ANGSTROEM)
Fe -1.703085 4.331254 -3.398549
Cl -1.216145 1.886434 -3.260789
C 2.137265 -0.211176 0.724381
C 0.879795 -0.044416 -0.116949
C -0.539545 -0.142206 0.503761
O -0.731425 -1.491586 0.793391
C -2.003095 -1.760196 1.293401
N 1.164615 1.219294 -0.835979
H 2.330875 -1.215366 1.101511
H 2.026975 0.357634 1.647631
H 3.026925 0.093134 0.173021
H 1.056605 -0.762496 -0.917709
H -1.259895 0.216044 -0.231659
H -0.604995 0.586324 1.311881
H -1.933605 -2.561916 2.028601
H -2.619135 -2.242296 0.534341
H -2.559195 -0.863136 1.565671
H 2.031585 1.136214 -1.347409
H 0.515485 1.468454 -1.568549

Atoms 1-3, force components in eV/Å:
-0.1 1.2 0.1
0.0 -1.4 -0.1
0.1 -0.8 1.6

3 unconnected molecules or ions with the total composition C4H11ClN2O in a non-equilibrium geometry, computed with ωB97M-V/def2-TZVPD.

Results
- total energy (a.u.) = -803.88053
- energy relative to the best compared isomer or geometry (same formula, charge and spin) (kcal/mol) = 35.70
- LUMO level (eV) = 0.87
- strongest force on any atom (eV Å⁻¹) = 6.5
- highest occupied orbital energy (eV) = -8.56
- gap between HOMO and LUMO (eV) = 9.43

CARTESIAN COORDINATES (ANGSTROEM)
C -0.354575 -0.506305 -1.999260
C -1.206516 1.332583 -0.518901
C -1.315005 -0.117319 -0.921483
C 1.937539 -0.273687 0.359090
N 1.312671 -1.239893 1.004155
N 2.488318 0.655950 1.118193
O -2.078226 -0.904621 -0.323920
Cl -2.543654 -0.374720 2.498482
H -0.558123 -1.331092 -2.680264
H 0.522911 -0.767525 -1.307075
H -0.235727 0.429114 -2.626675
H 0.005569 1.332783 -0.444610
H -1.804557 1.451107 0.424715
H -1.366362 2.070526 -1.326579
H 1.269132 -1.171083 2.092355
H 0.832094 -1.893572 0.539188
H 2.329819 0.604229 2.096605
H 3.279765 1.261231 0.854512
H -2.515070 -0.557706 1.161472

Atoms 1-3, force components in eV/Å:
0.5 0.7 0.3
2.4 -0.8 0.5
-2.2 -0.7 0.0